{"formula": "C6H16ClIN2NdO2P", "method": "wB97M-V/def2-TZVPD", "orbital_gap_ev": [7.2, 7.8], "total_charge": 2, "s_squared": 3.754, "lumo_energy_ev": [-8.05, -7.46], "homo_ev": [-15.289, -15.289], "multiplicity": 4, "symbols": ["C", "I", "H", "H", "H", "Nd", "P", "C", "C", "H", "H", "H", "C", "H", "H", "H", "H", "H", "H", "C", "O", "Cl", "N", "C", "N", "O", "H", "H", "H", "H"], "positions_angstrom": [[2.281, -1.457, 0.448], [2.662, 1.236, 0.728], [1.193, -1.281, 0.390], [2.623, -1.428, 1.497], [2.462, -2.480, 0.075], [-2.253, 0.621, 0.039], [-0.647, 0.420, -2.205], [0.885, 1.075, -2.899], [-0.996, -0.997, -3.296], [-2.908, 1.573, -2.287], [-2.069, 1.412, -3.847], [-1.532, 2.668, -2.709], [-1.913, 1.641, -2.788], [-1.711, -1.680, -2.817], [-1.405, -0.634, -4.248], [0.677, 1.681, -3.793], [1.540, 0.234, -3.163], [-0.048, -1.526, -3.472], [1.404, 1.685, -2.148], [3.015, -0.519, -0.423], [3.613, -0.640, -1.456], [-3.048, -1.735, -0.107], [-1.055, -0.986, 3.604], [-0.670, 0.149, 3.022], [0.191, 0.981, 3.610], [-1.175, 0.449, 1.863], [-0.679, -1.274, 4.498], [-1.691, -1.588, 3.087], [0.644, 1.683, 3.030], [0.612, 0.708, 4.493]], "mulliken_charge": [-0.946, -0.073, 0.167, 0.451, 0.352, 1.538, 0.608, -1.080, -1.084, 0.404, 0.401, 0.391, -1.330, 0.312, 0.401, 0.407, 0.360, 0.377, 0.250, 0.540, -0.429, -0.392, -0.352, 0.844, -0.344, -0.588, 0.217, 0.213, 0.149, 0.238]}

---

{"formula": "C6H16IN2", "method": "wB97M-V/def2-TZVPD", "orbital_gap_ev": 8.7, "total_charge": 1, "lumo_energy_ev": -3.72, "relative_energy_kj_mol": 224.09, "homo_ev": -12.393, "symbols": ["C", "C", "C", "C", "N", "C", "N", "C", "I", "H", "H", "H", "H", "H", "H", "H", "H", "H", "H", "H", "H", "H", "H", "H", "H"], "positions_angstrom": [[2.758, 1.018, -1.134], [1.218, 0.974, -0.919], [0.738, 0.486, 0.354], [1.145, 1.310, 1.523], [-0.822, 0.407, 0.259], [-1.172, -1.014, 0.419], [-3.000, -1.144, 0.427], [-3.376, -2.347, -0.171], [-4.002, 0.482, -0.367], [2.951, 1.611, -2.003], [3.052, 0.014, -1.347], [3.340, 1.420, -0.337], [0.779, 1.905, -1.124], [0.823, 0.434, -1.835], [0.885, -0.545, 0.525], [1.976, 0.877, 2.010], [0.479, 1.431, 2.385], [1.508, 2.217, 1.272], [-1.146, 0.802, -0.689], [-1.184, 1.036, 0.923], [-0.824, -1.528, -0.435], [-0.894, -1.425, 1.400], [-2.833, -3.210, 0.094], [-4.316, -2.587, 0.172], [-3.293, -2.298, -1.241]], "mulliken_charge": [-1.359, -0.975, 0.542, -1.647, -0.179, -0.637, -0.531, -1.049, 0.150, 0.393, 0.378, 0.375, 0.603, 0.430, 0.250, 0.437, 0.475, 0.427, 0.379, 0.344, 0.517, 0.422, 0.402, 0.418, 0.434]}

---

{"formula": "C6H16IN2O2", "method": "wB97M-V/def2-TZVPD", "orbital_gap_ev": 5.6, "total_charge": 1, "lumo_energy_ev": -4.63, "relative_energy_kj_mol": 40.58, "homo_ev": -10.185, "symbols": ["C", "C", "O", "N", "H", "H", "C", "H", "H", "H", "H", "H", "H", "C", "C", "O", "N", "H", "H", "C", "H", "H", "H", "H", "H", "H", "I"], "positions_angstrom": [[2.489, -0.438, -2.858], [1.529, -1.502, -2.494], [0.948, -2.310, -3.282], [1.013, -1.492, -1.027], [1.847, -1.423, -0.478], [0.597, -0.491, -0.724], [0.074, -2.666, -0.715], [2.181, 0.625, -3.110], [2.798, -0.773, -3.925], [3.399, -0.357, -2.299], [-0.145, -2.755, 0.485], [0.489, -3.804, -1.046], [-0.746, -2.453, -1.361], [-0.919, -0.134, 2.251], [-1.277, 1.339, 2.408], [-1.880, 1.742, 3.457], [-1.149, 2.271, 1.238], [-0.592, 3.088, 1.545], [-0.672, 1.782, 0.439], [-2.318, 3.010, 0.741], [-1.367, -0.709, 3.071], [0.111, -0.433, 2.519], [-1.419, -0.369, 1.371], [-2.863, 2.314, 0.143], [-2.131, 3.675, -0.064], [-2.875, 3.665, 1.687], [2.879, -1.402, 2.032]], "mulliken_charge": [-1.075, 0.693, -0.445, 0.142, 0.016, 0.197, -0.755, 0.315, 0.316, 0.367, 0.233, 0.302, 0.432, -0.722, 0.430, -0.460, -0.037, 0.405, 0.276, -0.913, 0.365, 0.012, 0.398, 0.378, 0.423, 0.322, -0.617]}

---

{"formula": "C6H16MnN3Se", "method": "wB97M-V/def2-TZVPD", "orbital_gap_ev": [8.7, 9.4], "total_charge": 1, "s_squared": 4.008, "lumo_energy_ev": [-3.60, -3.17], "homo_ev": [-12.268, -12.533], "multiplicity": 4, "symbols": ["C", "Mn", "N", "H", "H", "H", "H", "H", "H", "H", "H", "C", "N", "C", "C", "N", "C", "C", "Se", "H", "H", "H", "H", "H", "H", "H", "H"], "positions_angstrom": [[0.347, -0.065, -3.839], [0.020, -0.565, -2.062], [-0.313, -1.867, -0.429], [0.520, -1.903, -2.656], [0.416, -1.843, 0.281], [-1.161, -1.304, -2.909], [0.406, -0.989, -4.518], [1.383, 0.349, -3.635], [-0.375, 0.733, -4.103], [-1.238, -1.630, 0.043], [-0.403, -2.840, -0.810], [2.483, 0.944, 1.187], [1.127, 0.757, 1.595], [0.678, 0.307, 2.856], [-0.625, 0.284, 2.799], [-1.066, 0.682, 1.577], [-2.441, 0.817, 1.148], [0.026, 0.988, 0.805], [0.064, 1.538, -0.940], [2.595, 1.916, 0.685], [2.810, 0.156, 0.491], [3.120, 0.919, 2.077], [1.397, 0.071, 3.616], [-1.368, -0.011, 3.598], [-2.961, -0.153, 1.232], [-2.965, 1.541, 1.794], [-2.474, 1.168, 0.117]], "mulliken_charge": [-0.876, 0.044, -0.621, 0.117, 0.264, 0.129, 0.401, 0.298, 0.324, 0.256, 0.354, -0.838, 0.232, -0.391, -0.438, 0.288, -0.872, -0.238, -0.294, 0.370, 0.289, 0.316, 0.468, 0.414, 0.384, 0.354, 0.265]}

---

{"formula": "C6H16N", "method": "wB97M-V/def2-TZVPD", "orbital_gap_ev": 10.3, "total_charge": 1, "lumo_energy_ev": -3.90, "relative_energy_kj_mol": 146.28, "homo_ev": -14.208, "symbols": ["C", "C", "C", "C", "H", "H", "H", "H", "H", "H", "H", "H", "H", "H", "C", "C", "N", "H", "H", "H", "H", "H", "H"], "positions_angstrom": [[-0.966, -1.429, -0.401], [-1.144, -0.909, 1.033], [-1.384, 0.605, 1.053], [-2.324, -1.621, 1.689], [-1.013, -2.517, -0.416], [-1.767, -1.051, -1.039], [-0.018, -1.116, -0.833], [-0.242, -1.128, 1.611], [-1.877, 0.913, 1.973], [-2.041, 0.870, 0.222], [-0.462, 1.181, 0.969], [-2.149, -2.693, 1.778], [-2.513, -1.234, 2.689], [-3.233, -1.481, 1.102], [1.704, 0.801, -0.839], [0.855, 1.422, -1.620], [3.158, 1.175, -0.971], [1.533, 0.138, -0.007], [-0.208, 1.243, -1.554], [1.189, 2.209, -2.285], [3.507, 0.844, -1.875], [3.290, 2.188, -0.954], [3.744, 0.763, -0.244]], "mulliken_charge": [-1.251, 0.862, -1.212, -1.623, 0.409, 0.327, 0.187, 0.245, 0.398, 0.293, 0.212, 0.398, 0.413, 0.348, 0.034, -0.634, -0.346, 0.293, 0.231, 0.287, 0.379, 0.374, 0.374]}

---

{"formula": "C6H16N", "method": "wB97M-V/def2-TZVPD", "orbital_gap_ev": 8.2, "total_charge": 1, "lumo_energy_ev": -5.53, "relative_energy_kj_mol": 324.75, "homo_ev": -13.744, "symbols": ["C", "C", "C", "C", "C", "C", "N", "H", "H", "H", "H", "H", "H", "H", "H", "H", "H", "H", "H", "H", "H", "H", "H"], "positions_angstrom": [[1.154, 1.169, 2.339], [0.289, 0.390, 1.376], [0.728, -0.082, 0.138], [-0.647, 1.228, 0.336], [-1.848, 0.516, -0.355], [-1.725, 0.477, -1.868], [1.759, -2.990, -1.442], [1.697, 2.045, 1.985], [0.513, 1.526, 3.130], [1.856, 0.492, 2.806], [-0.418, -0.213, 1.936], [1.342, 0.464, -0.562], [0.693, -1.150, -0.094], [-0.071, 1.938, -0.262], [-1.048, 2.007, 0.991], [-1.933, -0.468, 0.101], [-2.738, 1.077, -0.073], [-1.209, -0.426, -2.204], [-1.085, 1.293, -2.203], [-2.662, 0.602, -2.396], [2.698, -3.361, -1.493], [1.430, -3.160, -0.498], [1.155, -3.566, -2.019]], "mulliken_charge": [-1.502, 0.850, -0.469, -1.145, -0.413, -1.132, -0.691, 0.367, 0.418, 0.373, 0.301, 0.292, 0.201, 0.634, 0.449, 0.375, 0.396, 0.307, 0.321, 0.343, 0.236, 0.256, 0.234]}